No. 1
Computed, not measured: 4 unconnected molecules or ions with the total composition C26H54F3N3O7PS in a non-equilibrium geometry, with wB97M-V/def2-TZVPD.

As for the total charge: +1.

Each line ends with the Mulliken charge.
Positions of all 95 atoms, in Å:
S -2.68453 2.42365 0.26465  0.911
P -2.23246 1.12883 1.94976  0.694
F -5.04077 0.97980 0.27065  -0.168
F -4.93847 2.74557 -1.22074  -0.149
F -5.22631 3.10183 1.04046  -0.180
O -0.59563 1.09471 2.36129  -0.214
O -1.98059 2.01895 -1.00143  -0.538
O 7.62188 0.37546 -9.99302  -0.385
O -2.42630 3.88219 0.60229  -0.541
O -2.68358 -0.42622 1.47884  -0.117
O 5.34197 1.63525 -3.78493  -0.408
O -5.28650 -3.88595 4.55896  -0.150
N 8.12518 0.48581 -7.16017  -0.580
N 4.05357 1.42179 -1.22087  -0.498
N -6.56047 -2.84183 6.92274  -0.693
C -5.15339 2.78063 5.51731  -0.385
C 2.86940 -0.10002 -2.71152  -1.415
C 8.38760 1.44391 -9.44390  -0.682
C -4.56579 2.31102 0.05682  0.622
C -3.20459 3.23752 3.74802  -0.278
C -7.19748 -5.18970 6.78220  -1.447
C 2.45769 0.63475 1.78558  0.064
C -3.33986 1.74653 3.36077  0.586
C -4.13848 3.77259 4.87091  -0.579
C 5.53288 0.39148 -4.44231  -0.617
C 8.11260 1.72325 -7.95190  0.275
C 3.98118 2.02371 -3.63642  -0.824
C -4.32740 0.72889 4.00885  -0.158
C -4.32645 -2.49869 1.50374  -0.936
C -1.95031 -1.46727 2.21907  -0.436
C 6.79980 2.45864 -7.69708  -1.305
C -7.25783 -3.83139 6.08975  0.404
C 1.69572 1.99525 2.24270  -0.722
C 2.86831 -0.30296 3.03283  -1.252
C -5.24863 1.26967 5.12120  -0.448
C 3.25417 1.35381 -2.45227  0.424
C -4.72257 -5.17747 4.72833  -0.803
C -6.70942 -3.84541 4.64784  -0.870
C -3.03558 -2.65956 2.48248  -0.340
C 0.21268 2.03878 1.57933  -0.617
C 6.29796 0.72655 -10.35905  -0.624
H 3.41191 0.89013 1.20691  0.175
H 4.98361 1.06494 -1.44318  0.263
H -4.02084 -2.35676 0.40326  0.308
H 5.97369 0.04609 -11.14858  0.261
H 4.00277 3.10250 -3.45100  0.349
H -3.76403 -5.19947 4.20567  0.261
H 9.04215 0.05066 -7.24808  0.259
H 1.56432 1.90450 3.38139  0.294
H 5.62465 0.58819 -9.51055  0.215
H 4.78349 0.21623 -5.22007  0.277
H 8.27356 2.35091 -10.04965  0.397
H -5.98879 0.53726 5.58850  0.305
H -4.52304 -5.36400 5.78498  0.242
H 1.97419 -0.58480 3.69297  0.276
H 5.92923 1.80528 -7.77582  0.219
H 6.23232 1.75137 -10.73595  0.292
H -4.31033 -0.34071 3.61527  0.051
H -5.55920 -3.01070 6.82062  0.357
H 0.31826 1.77921 0.47337  0.511
H -8.31386 -3.54556 6.03314  0.415
H -7.15530 -4.65397 4.05675  0.435
H -7.00665 -2.90794 4.16584  0.318
H -4.91249 -3.49450 1.52283  0.313
H 2.43150 -0.21893 -3.70653  0.371
H 9.43320 1.13508 -9.54104  0.354
H -3.45603 -2.59040 3.54609  0.067
H -1.16038 -1.89562 1.51163  0.287
H 2.12503 -0.43098 -1.98090  0.247
H 3.43424 1.88044 -4.57610  0.435
H -6.19315 -5.44327 7.12493  0.292
H 3.31289 -1.29757 2.65800  0.333
H 2.32336 1.90837 -2.28589  0.301
H 6.51957 0.40286 -4.90923  0.223
H -2.48489 3.98192 3.27664  0.283
H 2.30802 2.92748 2.01380  0.384
H 6.67112 3.28744 -8.39913  0.378
H -7.84224 -5.19319 7.66512  0.374
H 3.64858 0.18579 3.71094  0.328
H -0.21146 3.09468 1.66076  0.423
H -7.54386 -5.98551 6.11675  0.347
H 3.71733 -0.78107 -2.62744  0.321
H 7.49872 -0.17503 -7.62107  0.287
H -6.69322 -1.91840 6.51299  0.169
H -5.06075 -1.70190 1.86576  0.194
H 1.78590 -0.00202 1.10885  0.100
H -2.56011 -3.68725 2.29544  0.454
H -4.04399 4.86930 5.17923  0.353
H -5.36089 -5.96340 4.31524  0.350
H 8.91919 2.36910 -7.58778  0.357
H 4.21889 2.40123 -0.99302  0.291
H 5.52491 -0.42187 -3.71342  0.257
H 6.79011 2.87689 -6.68631  0.305
H -1.53570 -1.12461 3.22373  0.362
H -5.85469 3.17717 6.32152  0.356

Cartesian forces, eV/Å:
3.055 5.069 -4.757
0.361 -3.520 3.060
1.570 3.226 -0.735
1.345 -1.190 3.546
2.051 -1.877 -2.726
-3.769 0.663 -1.827
-2.358 -0.149 3.744
0.094 0.445 0.000
-1.114 -4.465 0.223
1.464 4.039 1.361
-0.561 0.100 -0.106
-0.340 -0.104 -0.149
0.178 -0.106 -0.172
0.080 0.273 -0.059
0.080 0.166 -0.355
1.968 -0.978 -2.115
-0.261 -0.127 0.005
0.194 -0.164 0.107
-4.294 -0.478 0.255
-2.882 -1.632 2.414
-0.210 -0.169 0.106
0.405 -0.285 0.594
-0.844 0.824 1.103
0.005 -4.057 -1.442
0.451 -0.017 0.129
-0.339 -0.178 -0.166
0.178 0.171 0.146
0.241 3.915 1.015
0.081 -1.274 -0.066
-0.357 -2.990 0.304
-0.042 0.281 0.162
0.357 -0.176 0.030
-0.555 -1.383 0.181
0.018 -0.228 -0.086
2.609 1.936 -2.194
0.312 -0.256 -0.134
0.271 0.148 0.108
-0.121 0.244 0.074
-0.913 0.764 -0.429
2.916 1.960 -0.210
0.022 -0.354 0.021
-1.584 -0.399 0.644
-0.149 -0.022 0.043
-0.497 0.078 1.757
0.124 0.022 0.015
0.092 -0.055 0.024
-0.069 0.069 -0.044
-0.071 0.073 0.127
0.051 0.483 -1.614
-0.139 0.190 -0.050
-0.067 0.010 0.073
-0.146 0.031 0.031
1.164 1.446 -0.593
-0.062 -0.221 -0.038
1.098 0.525 -0.969
0.090 -0.039 -0.061
0.016 0.014 0.089
-0.256 1.647 0.798
-0.140 -0.058 0.158
-0.506 -0.071 1.518
0.095 0.066 -0.099
0.067 -0.106 0.079
0.110 0.006 0.020
0.961 1.570 0.131
0.052 -0.003 0.059
-0.094 -0.092 -0.010
0.854 -0.320 -1.429
-0.867 1.021 1.165
0.087 0.056 -0.021
-0.016 -0.154 0.000
-0.016 0.077 -0.071
-0.619 1.597 0.481
0.091 0.098 -0.043
-0.079 0.127 -0.024
-1.019 -1.421 0.483
-1.044 -1.203 0.129
-0.012 -0.068 0.025
0.097 0.066 -0.099
-1.078 -0.561 -1.004
0.393 -1.423 0.020
0.039 0.046 0.040
0.012 0.121 -0.028
0.033 0.119 0.091
-0.112 -0.058 0.153
1.206 -0.918 -0.668
0.910 1.051 0.771
-0.554 1.673 0.422
-0.348 -1.914 -0.415
-0.041 0.049 0.072
0.034 -0.101 -0.092
-0.036 -0.090 -0.004
-0.142 -0.151 -0.129
0.030 -0.100 -0.074
-0.381 -0.184 -1.563
1.094 -0.669 -1.239

No. 2
Computed, not measured: a single C5H10O molecule in a non-equilibrium geometry, with wB97M-V/def2-TZVPD.

As for the total charge: 0. The relative energy (zero: lowest compared OMol25 entry of this formula, charge and spin) is 36.9 kcal/mol. Its structure (SMILES) is OCC1CCC1.

Each line ends with the Mulliken charge.
Positions of all 16 atoms, in Å:
O 2.67641 0.17382 0.09082  -0.521
C 1.45759 -0.44259 0.47648  -0.626
C -1.79729 0.29007 -0.34889  -0.494
C -0.57122 1.22526 -0.21345  -0.698
C -0.86374 -0.93844 -0.07383  -0.808
C 0.31711 -0.01716 -0.38916  0.320
H -0.89202 -1.20928 0.99496  0.288
H -2.60591 0.44314 0.37182  0.303
H 1.27954 -0.27421 1.54440  0.342
H -2.20188 0.27280 -1.36640  0.237
H -0.49561 1.67169 0.78405  0.255
H -0.94973 -1.85315 -0.67846  0.352
H 3.23496 0.33439 0.86365  0.336
H 0.61163 -0.12476 -1.44061  0.253
H 1.23144 -1.56282 0.34645  0.192
H -0.43130 2.01124 -0.96184  0.268

Cartesian forces, eV/Å:
0.147 -0.586 0.067
-0.596 -0.523 0.207
-0.209 -0.267 0.033
0.084 0.124 0.050
-0.876 0.391 -0.206
0.021 -0.150 -0.029
0.077 0.068 -0.329
0.036 -0.008 -0.239
-0.235 0.222 -0.080
0.032 0.046 0.205
0.024 -0.105 -0.105
-0.187 0.332 0.166
-0.268 -0.230 -0.247
0.030 0.006 0.161
2.087 0.785 0.187
-0.166 -0.105 0.159

No. 3
Computed, not measured: a single C3H8O molecule, with wB97M-V/def2-TZVPD.

As for the total charge: 0. The relative energy (zero: lowest compared OMol25 entry of this formula, charge and spin) is 5.1 kcal/mol. Its structure (SMILES) is CCCO.

Each line ends with the Mulliken charge.
Positions of all 12 atoms, in Å:
O 0.56610 2.01339 0.53253  -0.513
C 0.24480 -0.03565 -0.56532  -0.307
C -0.14299 0.79274 0.64847  -0.379
C -0.11972 -1.51181 -0.44929  -1.099
H 0.16780 -1.91628 0.52881  0.316
H 1.32536 0.09468 -0.69628  0.292
H 0.13185 0.26323 1.57690  0.251
H -0.22972 0.40885 -1.44836  0.240
H -1.23376 0.94527 0.67686  0.290
H 0.39191 -2.10385 -1.21475  0.313
H 0.09520 2.71768 0.98257  0.298
H -1.19683 -1.66826 -0.57215  0.299

Cartesian forces, eV/Å:
-0.038 0.316 0.052
0.026 0.006 -0.038
-0.153 -0.383 -0.041
-0.035 -0.069 0.012
-0.014 0.054 -0.153
-0.117 -0.115 0.039
0.027 0.132 -0.177
0.122 -0.076 0.076
0.205 0.069 -0.017
-0.120 0.085 0.090
-0.030 -0.019 0.099
0.126 -0.001 0.058

No. 4
Computed, not measured: 3 unconnected molecules or ions with the total composition C3H10NS2 in a non-equilibrium geometry, with wB97M-V/def2-TZVPD.

As for the total charge: +1. The relative energy (zero: lowest compared OMol25 entry of this formula, charge and spin) is 64.1 kcal/mol.

Each line ends with the Mulliken charge.
Positions of all 16 atoms, in Å:
S -2.49702 -0.23682 -0.11129  -0.215
S 1.64383 0.20339 -1.07798  -0.279
N -0.72775 2.18227 0.41186  -0.273
C 2.06689 -0.69362 0.42321  -0.025
C 1.31995 -1.72076 0.83507  -0.534
C -2.11081 -1.40975 -1.16520  -0.249
H 0.42595 -2.16645 0.34541  0.151
H 1.78019 -2.19049 1.63177  0.279
H -1.20826 3.05227 0.23794  0.393
H -1.34835 -1.21455 -2.03868  0.271
H 2.66894 -0.13715 1.12611  0.330
H -2.58854 -2.43523 -1.15885  0.296
H 0.16091 2.01551 -0.04850  0.216
H -1.31047 1.36240 0.12802  0.097
H 2.49766 1.14712 -0.93802  0.149
H -0.77313 2.24184 1.39915  0.394

Cartesian forces, eV/Å:
-0.303 -1.435 -0.430
-1.114 -1.288 0.231
-1.152 0.372 -0.109
-2.109 0.796 -0.421
-0.057 0.637 -1.802
0.870 0.113 -1.490
1.085 0.359 0.184
0.037 -1.166 2.004
0.038 0.470 -1.397
-1.448 -0.480 1.826
0.832 -0.467 -0.237
0.489 1.330 0.129
0.778 0.297 0.139
-0.389 -0.103 -0.365
1.339 1.284 0.087
1.105 -0.721 1.652

Number 1: E_LUMO -4.627 eV. Number 2: E_LUMO 0.945 eV. Number 3: E_LUMO 1.041 eV. Number 4: E_LUMO -4.638 eV.